This record from the Open Molecules 2025 dataset describes 10 unconnected molecules or ions with the total composition C46H71N3O20S7 at a distorted geometry. The level of theory is wB97M-V/def2-TZVPD.

Results
ΔE to the lowest compared entry with this formula, charge and spin in kcal/mol: 48.2
Highest occupied orbital energy in eV: -9.85
SMILES: O=[N+]([O-])c1ccccc1.O=[N+]([O-])c1ccccc1.O=[N+]([O-])c1ccccc1.O=S1(=O)CCCC1.O=S1(=O)CCCC1.O=S1(=O)CCCC1.O=S1(=O)CCCC1.O=S1(=O)CCCC1.O=S1(=O)CCCC1.O=S1(=O)CCCC1
E in a.u.: -6251.1000
Orbital gap in eV: 9.23

XYZ file:
```
147
Properties=species:S:1:pos:R:3:forces:R:3:mulliken_charge:R:1
S 1.808893 4.166115 7.996898 0.380 -0.994 1.255 1.0218
S 7.816933 1.726765 -6.342512 0.043 0.971 -1.644 1.0245
S -3.483317 -2.590605 10.634068 1.859 1.516 2.301 1.0358
S -3.325667 8.050075 4.614358 1.885 -1.309 -1.183 0.9956
S 7.300133 -4.838005 -0.675202 1.692 0.726 0.269 1.0989
S -2.310527 -5.937305 -2.307812 -0.037 -0.041 -0.986 1.0614
S 2.414233 -4.157675 4.814678 -0.995 2.766 2.086 0.9959
O -3.299327 0.333465 -2.570612 0.608 0.133 -1.006 -0.5726
O -4.782567 -3.046365 11.159558 1.769 -0.207 -1.171 -0.6420
O -4.029027 9.197315 4.021868 1.108 -1.149 1.074 -0.6034
O 0.602003 4.418365 7.246928 0.330 -0.289 -0.275 -0.6165
O 6.987793 -3.445715 -0.797562 -1.010 1.028 0.224 -0.6460
O -2.472867 -4.849285 -3.305542 1.190 -1.695 1.211 -0.6531
O 2.246973 2.784245 8.249768 -0.622 1.831 -0.120 -0.6322
O -2.187187 -3.018625 11.275398 -2.961 0.525 -1.666 -0.6262
O -7.509517 -3.759465 -13.700552 0.828 0.129 0.393 -0.5659
O 1.050323 -3.577705 4.928418 1.670 -1.589 -0.796 -0.6171
O -1.753057 0.842645 -4.046702 -0.484 -0.502 1.187 -0.5549
O 2.907053 -4.904315 3.654518 -0.961 0.724 1.565 -0.5943
O 6.503913 1.443405 -6.991172 2.635 0.174 1.406 -0.6349
O 7.354863 -5.432585 0.664448 -0.316 0.089 -1.908 -0.6459
O 9.065423 1.766885 -7.163762 -2.252 -0.886 1.515 -0.6285
O -6.903817 -5.746555 -13.079902 0.255 1.594 -0.172 -0.5624
O -2.005277 7.552385 4.037858 -3.410 1.629 1.493 -0.6364
O -4.831197 7.997675 -12.396072 0.380 -2.247 2.329 -0.5501
O -1.057837 -6.710555 -2.048882 -2.277 1.816 -0.647 -0.6359
O -3.628627 7.282475 -10.665032 -0.938 0.619 -1.637 -0.5435
N -2.148897 0.561085 -2.921902 0.333 0.111 1.220 0.9398
N -6.814277 -4.507965 -13.041242 -0.432 -1.804 0.905 0.9119
N -4.600477 7.226505 -11.429922 0.482 0.652 0.377 0.8935
C -1.655627 0.620795 -0.413812 -0.426 1.043 -1.599 -0.2381
C -3.328877 -2.597455 8.765478 -0.749 0.442 1.614 -0.8115
C 4.003143 5.684525 8.607568 -0.565 -1.301 -0.836 -0.6193
C -5.858107 -3.992065 -12.016012 1.189 1.223 1.276 0.0194
C -4.367057 -4.405305 -10.131762 0.782 1.713 0.844 -0.4065
C 0.541583 0.956815 0.393548 1.817 -0.265 -2.789 -0.3343
C -2.985637 -5.298285 -0.750672 -1.192 -0.235 -0.810 -0.5493
C -3.576987 -0.714395 10.720888 -0.310 -0.486 -0.428 -0.6663
C -7.635237 4.911935 -11.272692 0.627 0.261 0.935 -0.3315
C 2.905073 6.059785 9.590338 0.980 1.444 0.865 -0.6080
C -2.596277 -1.264085 8.405358 -1.036 -0.714 0.385 -0.4489
C 6.305233 -5.769685 -1.940332 2.438 -0.174 1.550 -0.6466
C 7.828763 3.311275 -5.521572 -0.019 -0.866 1.769 -0.6554
C -3.123367 8.189405 6.512188 0.133 -1.678 0.039 -0.5073
C 7.337283 -6.009725 -3.071172 -0.890 1.342 0.180 -0.6360
C -4.543167 -2.166705 -11.067092 -0.229 -0.874 0.842 -0.4858
C 0.188243 0.524075 -2.014622 0.437 0.512 0.390 -0.4605
C -7.421587 4.246885 -10.044652 0.323 0.958 -1.270 -0.4353
C -1.147007 0.581905 -1.763582 -1.710 -0.603 1.125 0.2566
C -3.695067 -7.129065 -2.642122 1.258 1.290 -0.417 -0.7805
C -4.510817 6.595035 4.672898 1.597 1.712 1.303 -0.7085
C 2.930843 -4.953645 6.418108 1.494 -2.651 -2.385 -0.8067
C 8.062023 0.796055 -4.742832 -1.315 -1.402 -1.137 -0.5567
C 3.192723 5.107165 7.391988 1.203 0.659 -0.772 -0.7422
C -6.194307 4.450895 -9.430312 -1.778 -1.501 0.655 -0.4094
C 8.993483 -4.888725 -1.511092 -1.067 -0.586 0.847 -0.5737
C 8.773153 3.060365 -4.295882 0.472 -0.005 -0.241 -0.7040
C -4.002937 -3.064615 -10.092832 -0.414 1.010 -1.499 -0.3808
C -4.173317 -6.268855 -0.367662 1.846 -0.064 0.501 -0.6706
C -5.252737 -4.857385 -11.057792 -1.067 -0.524 -1.599 -0.0978
C 4.453793 -3.103275 6.304648 0.792 -0.839 1.294 -0.5917
C 1.028023 0.783105 -0.923322 -0.722 -0.827 -0.007 -0.2986
C 1.673073 5.190735 9.508218 -0.979 -0.259 0.222 -0.6387
C -3.271457 -0.205005 9.293868 -0.922 -0.277 1.537 -0.6819
C -5.523557 -2.591705 -11.952862 -0.525 -2.420 -0.390 -0.3277
C 3.556133 -2.736645 5.214438 -1.092 0.346 -2.928 -0.6427
C 8.340763 1.725535 -3.595572 1.268 1.427 -0.215 -0.6122
C -5.353207 5.394425 -9.867322 2.565 1.606 0.374 -0.1645
C 8.833233 -5.877965 -2.603212 -0.798 -2.002 -1.097 -0.6275
C -4.186447 7.209295 7.139378 0.439 0.575 0.366 -0.5266
C -6.633357 5.758535 -11.834032 -0.593 0.703 1.452 -0.4300
C 3.745103 -4.086445 7.292498 -1.652 2.516 0.259 -0.4476
C -4.176307 -7.528915 -1.278432 -0.214 0.564 0.050 -0.4951
C -5.150127 6.830815 6.101848 -2.416 -0.800 -2.739 -0.7003
C -5.554647 6.152115 -11.008462 -1.419 -1.172 -2.057 0.1270
C -0.825037 0.896235 0.645128 1.558 0.231 0.202 -0.6039
H 2.279343 -5.684315 6.897448 -0.275 0.328 -0.384 0.4736
H -8.168057 3.648345 -9.543712 -0.162 -0.094 -0.312 0.3785
H 9.421503 -5.631945 -3.487242 0.082 -0.027 0.095 0.3389
H 9.810763 2.826485 -4.534132 0.038 0.475 -0.730 0.3444
H 0.772243 5.795365 9.403138 0.128 0.182 -0.747 0.3242
H -3.899967 6.227265 7.515728 1.520 0.494 0.340 0.2873
H 9.658003 -5.245615 -0.724242 0.175 0.344 -0.166 0.3220
H 2.086373 0.748285 -1.135662 0.157 0.122 0.322 0.3455
H 3.738503 -5.457705 5.887348 -0.104 -1.403 -0.010 0.3345
H 2.726433 5.874935 6.774568 -0.065 0.476 0.360 0.3564
H -4.290987 -0.122915 8.917138 0.111 0.206 -0.654 0.2732
H -2.140317 -5.147065 -0.079362 -0.343 -0.343 0.248 0.4445
H -3.782477 5.785875 4.619338 -0.181 -0.314 0.547 0.3217
H -3.285997 -2.709455 -9.367392 0.032 0.064 0.008 0.3749
H 6.169143 -6.668045 -1.338232 -0.952 -0.178 -0.477 0.3535
H -3.061707 9.223605 6.850908 -0.696 -0.053 -0.231 0.4327
H -4.403567 -2.540285 8.592648 -0.017 -0.064 -0.722 0.3528
H -5.135007 -5.756685 -0.398102 0.236 0.073 0.008 0.3752
H -8.645237 4.916925 -11.655152 0.169 -0.306 -0.669 0.3372
H 3.108193 -1.751145 5.341858 -1.039 -0.520 0.391 0.3762
H -2.945997 -0.907195 7.436638 0.852 -0.684 -0.513 0.2683
H -4.405677 -6.509585 -3.189282 -0.116 0.005 0.112 0.3355
H -1.111177 1.179875 1.647158 -0.720 -0.490 -0.006 0.3879
H -2.181887 7.730095 6.813408 0.391 0.242 -0.803 0.2373
H 0.564863 0.294115 -3.000362 0.023 0.314 -0.086 0.3874
H -3.897867 -6.522525 0.655988 -0.807 -0.391 0.109 0.2452
H 8.821373 3.933645 -3.645382 -0.320 -0.107 0.098 0.3782
H -5.372517 -5.926545 -10.963212 -0.774 -0.051 -0.817 0.3647
H -5.058327 6.538155 3.732098 -0.509 0.507 0.456 0.4325
H -3.314347 -7.876705 -3.337962 0.019 -0.207 0.373 0.4526
H -1.530227 -1.472415 8.496068 -0.012 0.687 -0.105 0.3554
H -5.913437 7.607435 6.150028 -0.195 0.075 -1.119 0.3085
H -5.696277 5.914775 6.327018 0.067 -0.068 0.339 0.4021
H -6.055367 -1.925015 -12.615512 0.212 0.123 -0.124 0.4235
H -4.484737 5.538645 -9.241742 0.219 0.387 -0.257 0.3729
H -3.026327 -0.229405 11.526908 0.483 -0.687 -0.070 0.3927
H 7.145933 -5.180815 -3.752622 0.116 -0.106 -0.367 0.2727
H 4.023963 -2.595045 4.240168 0.640 -0.187 0.055 0.3306
H -2.719817 0.636345 -0.230362 -0.069 -0.124 -0.325 0.4180
H 4.702383 6.488245 8.376938 -0.642 0.413 -0.417 0.3549
H -5.962237 3.890595 -8.536672 0.118 0.080 0.116 0.3683
H -5.216097 -7.821845 -1.423752 0.167 -0.713 0.525 0.2845
H 9.151663 -6.865135 -2.268252 0.132 -0.058 -0.005 0.2825
H -4.626477 -0.481815 10.901378 0.023 -0.355 0.301 0.3268
H 6.891353 3.373425 -4.968862 -0.584 0.412 -0.703 0.2928
H 4.706303 4.976675 9.046458 -0.431 -0.703 -0.139 0.3150
H 9.226033 1.423665 -3.035862 -0.055 -0.292 -0.016 0.2587
H 5.274583 -3.662645 5.855758 0.451 0.155 0.353 0.2889
H 7.007993 -6.922015 -3.568542 0.748 -0.102 -0.117 0.3837
H 7.981873 4.111575 -6.245572 0.228 -0.112 0.319 0.4400
H -2.939627 -3.579215 8.495788 0.223 0.353 -0.235 0.4687
H 9.256073 -3.918185 -1.932012 -0.336 0.156 0.670 0.3288
H 7.567793 1.829525 -2.834122 -0.446 -0.046 -0.538 0.3314
H 8.776583 0.024615 -5.029872 0.412 0.251 0.424 0.3895
H 7.128473 0.261895 -4.566052 -0.110 -0.005 -0.298 0.3326
H -3.933897 -5.067735 -9.396942 -0.085 -0.203 -0.069 0.3725
H -4.764047 7.678475 7.935838 0.288 0.132 0.113 0.2662
H 2.934323 -3.628755 7.859308 0.556 1.049 0.652 0.2783
H -2.929397 0.825415 9.390418 0.714 -0.257 -0.592 0.4037
H 4.399533 -4.566295 8.020208 0.035 -0.295 -0.484 0.3316
H 1.435843 1.083695 0.985658 -0.815 0.324 1.370 0.3309
H -3.497517 -4.358895 -0.959562 0.741 0.224 -0.278 0.2453
H 1.339243 4.636875 10.385648 0.957 -0.643 0.031 0.4170
H 2.644653 7.093235 9.361728 -0.340 0.010 -0.079 0.2955
H -6.811947 6.261065 -12.773162 0.010 0.050 -0.033 0.3870
H -3.504337 -8.277175 -0.858122 -0.450 -0.272 -0.011 0.3390
H 4.775733 -2.162145 6.750438 0.445 -0.393 0.335 0.2890
H 5.458113 -5.141965 -2.216822 -0.013 -0.427 0.305 0.3943
H 3.770933 4.559185 6.648028 0.022 -0.494 0.380 0.4541
H -4.281547 -1.121225 -11.137312 0.230 0.027 0.410 0.3600
H 3.373823 6.142725 10.570898 -0.383 -0.339 0.278 0.3158
```
Positions in Å, forces in eV/Å.